Entry 1:
This record from the OMol25 dataset describes the molecule C4H11N3 in a non-equilibrium geometry. The level of theory is ωB97M-V/def2-TZVPD.

```
! wB97M-V def2-TZVPD RIJCOSX def2/J DEFGRID3
* xyz 0 1
C 0.10742 2.15595 0.03717
C 0.07107 0.85968 -0.89135
C -0.62074 -0.56197 -0.27124
C -0.28184 -1.04105 0.96202
N -0.30004 -2.41928 1.03217
N -1.14538 -1.49756 -1.28585
N 1.47924 2.36313 0.30449
H -0.35485 2.90871 -0.43812
H -0.52010 1.75594 0.87026
H 1.03196 0.71449 -1.42387
H -0.58732 1.18299 -1.74485
H 0.36994 -0.27656 1.56711
H 0.65242 -2.87438 1.38423
H -0.97620 -3.00606 1.63137
H -2.11559 -1.63783 -1.55500
H -0.67373 -2.39505 -1.17697
H 1.75513 1.95829 1.23388
H 2.10861 1.81057 -0.23546
*
```

- LUMO: 0.9 eV
- HOMO-LUMO gap: 9.18 eV
- SMILES string: N/C=C(\N)CCN

Atomic partial charges in e from the Mulliken method, atoms 1 to 8: -0.473 -0.578 0.055 -0.113 -0.526 -0.523 -0.680 0.364

---

Entry 2:
This record from the OMol25 dataset describes a cluster of 2 separate species, C4H11N3 in total. The level of theory is ωB97M-V/def2-TZVPD.

```
! wB97M-V def2-TZVPD RIJCOSX def2/J DEFGRID3
* xyz 0 1
C -0.67376 0.40613 -1.62012
C -1.29840 -0.76878 -1.62686
C -1.79547 1.89989 -0.33904
N -0.68357 1.35264 -0.57880
H -0.02471 0.65873 -2.45211
H -1.83841 -1.15755 -0.77419
H -1.25389 -1.38351 -2.51440
H -1.84689 2.66636 0.42528
H -2.69667 1.62583 -0.88931
N 1.23459 -1.73101 0.63714
C 1.73977 -0.37674 0.72680
N 1.23803 0.47120 1.79534
H 1.43995 -2.27410 1.46606
H 0.22343 -1.73283 0.49129
H 2.82118 -0.41442 0.86112
H 1.58766 0.13169 -0.21893
H 0.23080 0.40705 1.90113
H 1.59635 0.21942 2.70959
*
```

- LUMO: 1.1 eV
- HOMO-LUMO gap: 9.66 eV
- SMILES string: C=CN=C.NCN

Atomic partial charges in e from the Mulliken method, atoms 1 to 8: -0.072 -0.737 -0.389 -0.295 0.346 0.319 0.229 0.280

---

Let's list electronic energy in order: -8793.276 -8794.959 eV.
Let's list energy above the lowest of the compared OMol25 structures with the same formula, charge and spin in order: 419.0 256.6 kJ/mol.
Let's list HOMO in order: -8.28 -8.61 eV.